Arrangement w

7
Properties=species:S:1:pos:R:3:mulliken_charge:R:1 method="wB97M-V/def2-TZVPD" smiles="C=S.S" orbital_gap_ev=8.53 homo_ev=-8.810 charge=0
S -3.080 -0.085 0.571 -0.186
H -2.169 -1.203 -1.401 0.210
H -0.858 -0.504 -0.214 0.147
H 2.978 0.333 1.273 0.152
C -1.944 -0.702 -0.349 -0.164
H 3.028 1.267 -0.328 0.143
S 2.044 0.894 0.448 -0.302


Arrangement x

7
Properties=species:S:1:pos:R:3:mulliken_charge:R:1 method="wB97M-V/def2-TZVPD" smiles=CSS orbital_gap_ev=9.02 homo_ev=-8.450 charge=0
H 1.089 -0.831 0.065 0.310
H 0.547 -0.288 1.646 0.307
S -1.731 -0.548 -0.787 -0.208
C 0.810 0.045 0.646 -0.791
H -1.931 -0.093 -2.024 0.152
S -0.437 0.983 -0.239 -0.038
H 1.654 0.732 0.693 0.268


Relative energies, unit hartree: arrangement w 0.0480; arrangement x 0.0000


Arrangement w

10
Properties=species:S:1:pos:R:3:mulliken_charge:R:1 method="wB97M-V/def2-TZVPD" orbital_gap_ev=7.72 homo_ev=-9.267 charge=0
H -0.892 -1.823 -0.343 0.280
H 1.663 -0.981 2.680 0.566
S -1.633 1.106 0.123 -0.223
H 0.357 1.769 -2.323 0.186
S 1.215 1.087 -1.304 -0.139
C 0.022 0.581 -0.061 0.407
C 0.629 0.058 1.058 -0.873
O -0.817 -1.222 -1.049 -0.765
C 1.180 -0.585 1.930 0.221
H -1.724 0.009 -0.710 0.341


Arrangement x

10
Properties=species:S:1:pos:R:3:mulliken_charge:R:1 method="wB97M-V/def2-TZVPD" smiles="O=C(S)[C@@H]1CS1" orbital_gap_ev=9.58 homo_ev=-9.122 charge=0
S 0.830 -1.702 1.235 -0.253
H 0.053 2.547 0.809 0.253
C -0.551 1.823 0.124 -0.572
O -1.397 -1.052 0.004 -0.514
H -1.662 1.649 0.156 0.323
S 0.057 1.492 -1.595 -0.091
C 0.389 0.579 -0.015 -0.480
H 1.317 0.879 0.460 0.415
C -0.283 -0.821 0.393 0.753
H -0.059 -2.777 1.296 0.167


Arrangement y

10
Properties=species:S:1:pos:R:3:mulliken_charge:R:1 method="wB97M-V/def2-TZVPD" orbital_gap_ev=8.04 homo_ev=-8.797 charge=0
H 0.467 0.315 1.413 0.177
C -1.220 -0.577 0.125 0.131
S -0.272 -1.977 -0.068 -0.070
C -0.038 0.298 0.197 0.100
C 1.096 -0.756 -0.386 -0.593
H 2.068 -0.540 0.148 0.342
O 0.044 1.637 -0.336 -0.575
H -0.545 2.514 0.553 0.389
S -2.889 -0.368 -0.212 -0.214
H 1.288 -0.546 -1.435 0.314


Relative energies, unit hartree: arrangement w 0.1525; arrangement x 0.0000; arrangement y 0.1071


Arrangement w

10
Properties=species:S:1:pos:R:3:mulliken_charge:R:1 method="wB97M-V/def2-TZVPD" smiles=SS.O.O orbital_gap_ev=9.49 homo_ev=-9.332 charge=0
S 3.643 0.361 0.369 -0.149
H -1.549 0.684 -0.042 0.320
O -3.648 -1.975 -1.299 -0.639
S 2.792 1.804 1.587 -0.190
H -2.923 -1.380 -1.073 0.324
H -3.160 -2.767 -1.562 0.315
H -0.378 0.362 0.841 0.307
O -0.979 -0.049 0.210 -0.624
H 2.541 0.174 -0.369 0.167
H 3.661 2.787 1.338 0.169


Arrangement x

10
Properties=species:S:1:pos:R:3:mulliken_charge:R:1 method="wB97M-V/def2-TZVPD" smiles=SS.O.O orbital_gap_ev=9.28 homo_ev=-9.067 charge=0
S 0.171 -1.010 2.328 -0.222
H 2.310 0.141 1.119 0.151
H -1.488 1.203 -0.848 0.309
S 1.445 0.582 2.022 -0.134
H -0.058 -2.217 -1.801 0.306
H -1.033 -0.401 2.260 0.183
H 0.121 -0.979 -0.866 0.326
H -0.411 1.971 -1.651 0.318
O -0.169 -1.248 -1.750 -0.615
O -0.888 1.959 -0.812 -0.622


Relative energies, unit hartree: arrangement w 0.0000; arrangement x 0.0035


Arrangement w

56
Properties=species:S:1:pos:R:3:mulliken_charge:R:1 method="wB97M-V/def2-TZVPD" smiles=OCCO.OCCO.OCCO.OCCO.OCCO.O.O orbital_gap_ev=9.70 homo_ev=-9.468 charge=0
H -1.295 0.744 0.176 -0.187
H 1.972 -2.160 1.537 -0.008
H -2.826 -2.927 3.152 0.272
C -1.060 -1.174 -3.429 -0.615
H -1.949 2.362 0.104 0.674
H -1.602 -0.738 -1.413 -0.275
H 0.586 0.415 -0.711 0.322
O 3.393 0.363 2.921 -0.531
O -0.774 1.500 2.507 -0.632
H 0.393 -0.919 0.025 0.419
O 0.812 -0.508 -0.735 -0.763
H -0.104 3.274 1.545 0.281
O -3.027 -1.761 -2.430 -0.542
C -1.035 1.839 0.175 -0.456
C 2.620 2.303 -3.659 -0.182
H -4.564 -0.712 1.827 0.463
C -2.077 -0.742 -2.386 0.498
O 3.223 3.037 -4.712 -0.540
H 1.729 -0.487 3.292 0.180
O -0.555 -1.078 1.572 -0.411
H -3.602 -1.790 0.163 0.326
H 1.561 2.036 -3.717 0.252
H 3.968 3.468 -4.304 0.299
H -3.057 -2.106 -3.305 0.292
O 2.207 2.412 -1.184 -0.305
O -4.746 -2.498 3.568 -0.551
H -1.457 -1.086 1.296 0.084
H 2.716 -0.903 0.699 0.172
H -0.463 -1.971 1.721 0.284
O 3.987 -2.305 1.293 -0.563
H 2.818 -1.567 3.745 0.530
C -3.626 -1.188 1.948 -0.522
H -0.609 0.528 2.399 0.324
H -0.268 2.943 -1.080 0.230
C -0.208 2.141 1.355 0.263
H 4.584 -2.257 2.048 0.342
C 3.059 2.863 -2.308 -0.525
C -3.710 -2.565 2.626 -0.367
H 3.127 0.838 3.785 0.349
H 0.750 1.546 1.346 -0.083
H 3.064 1.345 -3.838 0.250
H -3.973 -3.381 1.955 0.296
O -3.011 -1.358 0.689 -0.486
H -3.128 -0.478 2.650 0.263
C 2.705 -0.835 3.003 -0.482
H -4.366 -2.112 4.344 0.322
H -1.532 -1.239 -4.440 0.351
H 0.091 -0.141 -2.369 0.365
O -0.465 2.033 -1.061 -0.423
H -0.656 -2.140 -3.181 0.324
H 2.775 2.204 -0.492 0.212
H 4.147 2.519 -2.155 0.285
C 2.862 -1.499 1.575 0.010
H 3.078 3.960 -2.398 0.288
O 0.046 -0.299 -3.305 -0.542
H -2.530 0.248 -2.427 0.166


Arrangement x

56
Properties=species:S:1:pos:R:3:mulliken_charge:R:1 method="wB97M-V/def2-TZVPD" smiles=OCCO.OCCO.OCCO.OCCO.OCCO.O.O orbital_gap_ev=9.91 homo_ev=-9.699 charge=0
H 2.742 3.740 -3.752 0.326
O 1.629 -2.702 -3.693 -0.580
H 0.788 -2.345 -4.005 0.362
H -3.921 1.779 0.470 0.342
H -2.941 0.168 1.671 0.178
H -4.592 4.193 1.814 0.307
H -0.468 -4.056 1.947 0.360
H -2.407 2.701 0.522 0.323
H -0.376 -0.290 -3.539 0.378
H 1.103 1.448 -4.229 0.311
H -1.078 -1.125 -2.470 0.320
H -3.463 -1.528 3.104 0.242
H 2.364 -4.051 -1.596 0.353
H 4.144 -2.001 -1.712 0.262
H -0.260 -0.101 2.757 -0.215
H -4.402 2.081 2.842 0.320
H 0.143 -0.224 -0.370 0.267
C 2.350 -1.907 -2.782 0.050
H 0.215 1.273 3.740 0.317
H 2.214 0.174 4.086 0.326
H -1.256 0.019 0.250 0.357
H -2.832 2.555 3.219 0.265
O -0.752 -1.169 -3.379 -0.706
C -2.247 -2.934 2.624 -0.507
H -0.273 -2.338 1.994 -0.077
O 1.947 4.179 -3.422 -0.523
H 2.626 -0.963 -3.272 0.175
H 1.692 -1.590 -1.960 0.066
H 0.625 1.934 1.503 0.220
H 1.471 1.513 -1.429 -0.286
C 1.634 1.940 -2.424 0.133
C 1.284 1.160 1.901 -0.570
H 2.170 3.660 -1.377 0.290
H 2.216 1.613 2.251 0.512
O -1.293 -3.111 0.366 -0.559
C -3.065 2.055 1.099 -0.437
O -0.806 -0.411 -0.505 -0.490
C 1.557 3.436 -2.262 -0.423
H 2.321 -0.270 1.025 0.224
H -2.865 -3.834 2.555 0.377
O 0.712 1.399 -3.350 -0.476
C -3.567 2.651 2.410 -0.461
O -2.327 0.852 1.357 -0.409
C -0.994 -3.123 1.749 -0.135
O -2.874 -1.691 2.360 -0.468
H 2.666 1.627 -2.638 0.388
H 0.565 3.825 -2.032 0.269
C 0.594 0.493 3.069 0.109
H -1.905 -2.971 3.667 0.332
H -1.116 -2.222 0.007 0.382
O 1.493 -0.380 3.766 -0.536
O -3.794 4.054 2.340 -0.536
H 4.226 -2.885 -3.184 0.285
O 3.305 -3.846 -1.584 -0.501
O 1.521 0.235 0.842 -0.404
C 3.561 -2.690 -2.339 -0.433


Relative energies, unit hartree: arrangement w 0.1309; arrangement x 0.0000